B3H4IO3PS | ωB97M-V/def2-TZVPD

## Properties
Total charge = -1
HOMO level = -0.14522 hartree
Kohn-Sham gap = 6.4 eV
Lowest unoccupied orbital energy = 2.42 eV
Maximum force = 5.95 eV Å⁻¹

The geometry in XYZ format:
```
13
B3H4IO3PS (ωB97M-V/def2-TZVPD)
S 2.7404 -1.9685 0.0832
P 2.3513 -0.0408 0.1944
B 0.5783 0.3753 -0.3959
O 0.0058 1.6939 0.0526
B -1.1751 1.2567 0.8785
O -2.2329 0.5254 0.0955
B -1.5000 -0.6998 -0.3805
O -0.3010 -0.4909 -1.2195
H 2.4666 0.4296 1.5816
H 3.2906 0.6054 -0.6893
H -1.2456 1.4243 2.0494
H -1.9453 -1.7393 -0.0478
I -3.0329 -1.3714 -2.2022
```

B4CaF12H4 | ωB97M-V/def2-TZVPD

## Properties
Total charge = -2
Energy above the lowest of the compared OMol25 structures with the same formula, charge and spin = 0.6695 eV
HOMO level = -0.13200 hartree
Kohn-Sham gap = 9.4 eV
Lowest unoccupied orbital energy = 5.82 eV
Maximum force = 3.22 eV Å⁻¹

The geometry in XYZ format:
```
21
B4CaF12H4 (ωB97M-V/def2-TZVPD)
Ca 17.9738 15.5291 15.5684
B 19.1529 13.4558 15.5562
H 18.1416 13.0928 15.2872
H 19.2315 13.9009 16.5640
H 19.8925 12.6150 15.5154
H 19.4110 14.2043 14.7921
B 16.1006 15.6960 13.3339
F 15.1261 14.7669 13.1480
F 16.0459 16.5869 12.2664
F 16.0173 16.3882 14.5650
F 17.2998 15.0029 13.4685
B 16.7097 15.7563 17.7843
F 16.1997 14.6845 17.0542
F 16.5504 16.8618 17.0027
F 16.2094 15.8865 19.0721
F 18.0907 15.5664 17.8431
B 19.5699 17.3153 14.7411
F 20.3193 18.3550 14.3073
F 19.7195 17.0338 16.0736
F 18.2382 17.6108 14.6347
F 19.7970 16.1712 14.0638
```

B4CsF12H4 | ωB97M-V/def2-TZVPD

## Properties
Total charge = -3
Energy above the lowest of the compared OMol25 structures with the same formula, charge and spin = 1.7819 eV
HOMO level = -0.06949 hartree
Kohn-Sham gap = 7.2 eV
Lowest unoccupied orbital energy = 5.27 eV
Maximum force = 4.58 eV Å⁻¹

The geometry in XYZ format:
```
21
B4CsF12H4 (ωB97M-V/def2-TZVPD)
Cs -0.7575 -0.6187 0.5639
B -2.0745 -4.4629 -2.8461
H -1.1624 -4.2317 -2.3180
H -1.9040 -5.3660 -3.4114
H -2.8914 -4.7111 -2.1863
H -2.2876 -3.6558 -3.5298
B -4.9928 1.2565 3.0876
F -5.0243 1.1656 1.7349
F -5.8381 2.2109 3.4653
F -5.4669 0.0210 3.6137
F -3.7114 1.4383 3.4507
B 3.9789 1.7324 2.9856
F 4.1047 1.4332 4.3032
F 3.6505 0.7531 2.1335
F 3.0680 2.7644 2.7413
F 5.1933 2.2484 2.5543
B 3.2050 1.6082 -3.2366
F 4.1087 0.5608 -3.4670
F 3.2567 2.3411 -4.3663
F 1.9080 1.1832 -3.0652
F 3.6372 2.3292 -2.2075
```

B4F16Mg | ωB97M-V/def2-TZVPD

## Properties
Total charge = -2
Energy above the lowest of the compared OMol25 structures with the same formula, charge and spin = 0.0000 eV
HOMO level = -0.23400 hartree
Kohn-Sham gap = 12.0 eV
Lowest unoccupied orbital energy = 5.66 eV
Maximum force = 1.82 eV Å⁻¹

The geometry in XYZ format:
```
21
B4F16Mg (ωB97M-V/def2-TZVPD)
Mg -7.2638 23.8683 -16.4858
B -7.5394 22.3707 -18.7641
F -6.8967 22.6367 -19.9812
F -8.2920 21.2153 -18.8374
F -6.5565 22.2714 -17.7263
F -8.3331 23.5025 -18.3566
B -9.5120 22.8278 -15.5339
F -10.5275 22.7220 -16.4947
F -9.9932 22.4969 -14.2782
F -8.3693 22.0721 -15.8920
F -9.0248 24.1966 -15.5815
B -5.6154 23.7532 -14.4151
F -5.9098 22.6663 -15.2940
F -4.3828 24.3149 -14.7361
F -6.6538 24.7059 -14.7252
F -5.6600 23.3346 -13.0917
B -6.2216 25.8987 -17.6113
F -5.4428 26.7531 -16.8399
F -7.4903 25.6693 -16.9742
F -6.3581 26.3636 -18.9038
F -5.6370 24.5779 -17.5741
```

B6F24Zn | ωB97M-V/def2-TZVPD

## Properties
Total charge = -3
HOMO level (alpha / beta) = -0.08986 / -0.08768 hartree
Kohn-Sham gap (alpha / beta) = 9.7 / 3.9 eV
Lowest unoccupied orbital energy (alpha / beta) = 7.30 / 1.47 eV
Multiplicity = 2
Maximum force = 4.42 eV Å⁻¹

The geometry in XYZ format:
```
31
B6F24Zn (ωB97M-V/def2-TZVPD)
Zn -0.5041 -0.5597 0.5549
B 2.9253 -1.3817 0.2076
F 2.9964 -2.7218 0.1496
F 3.3521 -0.5777 -0.8428
F 1.6505 -0.9557 0.5603
F 3.8552 -0.9625 1.0855
B 1.3043 2.3842 0.0794
F 0.4673 3.3458 -0.5167
F 2.0054 3.0634 1.0481
F 0.6597 1.4005 0.6710
F 2.1985 1.8402 -0.7972
B -2.4103 2.1824 -0.3268
F -1.7591 0.9656 -0.0410
F -3.6997 1.9474 -0.8161
F -2.4516 3.0293 0.7509
F -1.6778 2.7630 -1.3088
B -0.9382 -0.7368 2.9899
F -2.0852 -1.4017 3.3688
F -0.9633 0.5286 2.4128
F -0.2978 -0.4622 4.1659
F -0.2576 -1.6177 2.2109
B 0.6091 0.1803 -2.6033
F 2.0350 0.0095 -2.6744
F -0.0473 -0.2332 -1.4238
F 0.3222 1.4946 -2.6118
F 0.0278 -0.3964 -3.7821
B -1.5036 -2.6343 -0.5172
F -2.0502 -3.7783 -0.1721
F -2.0595 -1.6154 0.1365
F -0.1762 -2.5841 -0.1319
F -1.5269 -2.5156 -1.8261
```

BCsF4 | ωB97M-V/def2-TZVPD

## Properties
Energy above the lowest of the compared OMol25 structures with the same formula, charge and spin = 1.8837 eV
HOMO level = -0.35448 hartree
Kohn-Sham gap = 7.6 eV
Lowest unoccupied orbital energy = -2.00 eV
Maximum force = 1.12 eV Å⁻¹

The geometry in XYZ format:
```
6
BCsF4 (ωB97M-V/def2-TZVPD)
Cs 0.5529 2.9411 -3.9389
B -0.1047 -0.5995 0.8136
F 0.9295 0.3226 0.9767
F -1.3795 -0.0068 0.6379
F 0.1588 -1.2102 -0.4198
F -0.1569 -1.4473 1.9305
```

BCsH4 | ωB97M-V/def2-TZVPD

## Properties
Total charge = +1
Energy above the lowest of the compared OMol25 structures with the same formula, charge and spin = 0.1191 eV
HOMO level (alpha / beta) = -0.62363 / -0.60663 hartree
Kohn-Sham gap (alpha / beta) = 13.1 / 7.5 eV
Lowest unoccupied orbital energy (alpha / beta) = -3.85 / -9.04 eV
Multiplicity = 2
Maximum force = 5.97 eV Å⁻¹

The geometry in XYZ format:
```
6
BCsH4 (ωB97M-V/def2-TZVPD)
Cs 0.7099 -0.2506 -2.5979
B -0.1095 0.0655 0.5263
H -1.1371 0.2965 0.7607
H 0.4669 0.0276 1.4377
H -0.2133 -0.9054 0.0672
H 0.2831 0.7664 -0.1940
```

BF4H22O11 | ωB97M-V/def2-TZVPD

## Properties
Total charge = -1
Energy above the lowest of the compared OMol25 structures with the same formula, charge and spin = 1.0773 eV
HOMO level = -0.27562 hartree
Kohn-Sham gap = 9.7 eV
Lowest unoccupied orbital energy = 2.24 eV
Maximum force = 2.71 eV Å⁻¹

The geometry in XYZ format:
```
38
BF4H22O11 (ωB97M-V/def2-TZVPD)
B -0.0231 -0.4789 0.7516
F 1.0179 -0.0657 1.5101
F -0.3646 0.5264 -0.2002
F 0.2460 -1.6416 0.1083
F -1.0135 -0.6965 1.6289
O -3.5257 -0.7802 0.9930
H -2.6978 -1.2408 1.1293
H -3.2685 0.1127 0.7632
O 2.0299 1.9711 0.1295
H 2.9219 1.6727 -0.0481
H 1.6221 1.2428 0.5981
O -1.7285 2.0859 1.7147
H -1.2986 2.5191 2.4520
H -1.3401 1.2113 1.6905
O 2.2153 -3.2583 1.2998
H 2.9433 -2.6396 1.3585
H 1.4399 -2.7071 1.1944
O -1.2930 -2.5339 -2.8044
H -0.5777 -2.9213 -3.3089
H -0.9162 -1.7404 -2.4241
O -0.3284 1.4595 -3.5296
H -0.0647 0.7554 -2.9372
H -0.5607 2.1857 -2.9509
O -2.6430 1.7477 -0.9205
H -1.8784 1.2523 -1.2141
H -2.4679 1.9351 0.0017
O 0.9122 -0.8654 -2.6787
H 0.9178 -0.9292 -1.7236
H 1.8368 -0.8165 -2.9214
O 0.3606 3.7319 -1.3164
H 1.0079 4.2961 -1.7395
H 0.8799 3.1215 -0.7930
O 2.9464 0.7960 4.0984
H 2.4939 -0.0358 3.9585
H 2.3557 1.4549 3.7336
O -0.8914 -3.7008 1.1262
H -0.8818 -4.1273 0.2694
H -0.3841 -2.8989 1.0008
```

BF4H24O12 | ωB97M-V/def2-TZVPD

## Properties
Total charge = -1
Energy above the lowest of the compared OMol25 structures with the same formula, charge and spin = 1.9523 eV
HOMO level = -0.26920 hartree
Kohn-Sham gap = 9.6 eV
Lowest unoccupied orbital energy = 2.32 eV
Maximum force = 4.79 eV Å⁻¹

The geometry in XYZ format:
```
41
BF4H24O12 (ωB97M-V/def2-TZVPD)
B 22.4230 10.7880 -9.5150
F 22.7970 12.1200 -9.2630
F 23.0320 9.9660 -8.5680
F 21.0750 10.7860 -9.4960
F 22.8920 10.2740 -10.7300
O 21.3150 14.4350 -7.0420
H 20.4790 13.9840 -7.2370
H 21.9930 13.7630 -7.2270
O 19.5760 8.8260 -7.6470
H 18.5840 8.8530 -7.6880
H 19.8330 8.6050 -8.4930
O 21.2010 11.2220 -6.3550
H 22.1070 11.3940 -6.1970
H 21.0730 10.5280 -6.9960
O 20.2410 7.8860 -10.5100
H 19.9630 7.0790 -10.8630
H 21.1850 7.8550 -10.3990
O 22.8840 7.1270 -11.3240
H 23.3920 7.8920 -10.9640
H 23.4740 6.4490 -11.1280
O 19.3540 13.0220 -8.1280
H 20.0570 12.4160 -8.1620
H 18.8830 12.6850 -7.3870
O 23.8180 11.7820 -5.9900
H 24.1760 12.1180 -6.7630
H 23.8060 12.4530 -5.2710
O 22.2210 7.5970 -8.4710
H 22.8650 6.9550 -8.3780
H 22.5690 8.4230 -8.5560
O 20.7950 10.1910 -12.4640
H 21.6030 10.3960 -11.9600
H 20.2810 9.5690 -12.0020
O 18.4940 10.4120 -10.6370
H 18.5120 9.5500 -10.9410
H 19.3890 10.6270 -10.4670
O 22.1790 7.9470 -5.8300
H 22.2270 7.8470 -6.7880
H 22.7190 8.6910 -5.6120
O 20.2570 12.8480 -11.5930
H 20.7500 13.2230 -10.8660
H 20.6420 11.9610 -11.8350
```